ORCA calculation (wB97M-V/def2-TZVPD) on C59H59N5P2Pt as an isolated structure in a non-equilibrium geometry.

```
126
Properties=species:S:1:pos:R:3:lowdin_charge:R:1
Pt -0.597 0.225 -0.301 1.04
C -3.925 0.129 -0.243 -0.23
P -2.668 -0.648 0.848 1.07
C -3.084 -0.114 2.523 -0.35
C -2.327 -0.670 3.555 -0.14
C -2.544 -0.303 4.871 -0.06
C -3.511 0.650 5.166 -0.04
C -4.268 1.208 4.147 -0.04
C -4.061 0.831 2.828 -0.07
C -3.163 -2.402 0.748 -0.32
C -3.368 -3.216 1.860 -0.06
C -3.844 -4.509 1.694 -0.05
C -4.116 -5.000 0.426 -0.05
C -3.908 -4.196 -0.687 -0.06
C -3.415 -2.912 -0.529 -0.11
C -3.360 0.320 -1.586 -0.32
C -4.093 0.265 -2.807 0.02
C -3.210 0.569 -3.791 0.03
C -1.960 0.848 -3.152 -0.27
C -0.824 1.454 -3.848 -0.25
P 0.824 0.837 -3.278 1.10
C 1.193 -0.592 -4.353 -0.38
C 1.766 -1.750 -3.843 -0.11
C 2.121 -2.792 -4.692 -0.07
C 1.915 -2.675 -6.057 -0.06
C 1.355 -1.512 -6.576 -0.06
C 0.995 -0.476 -5.733 -0.09
C 1.861 2.134 -4.039 -0.36
C 1.501 3.483 -3.990 -0.10
C 2.306 4.446 -4.575 -0.06
C 3.482 4.079 -5.216 -0.06
C 3.862 2.746 -5.245 -0.06
C 3.068 1.780 -4.647 -0.08
N -2.050 0.639 -1.802 -0.03
H -4.203 1.106 0.163 0.09
H -4.819 -0.490 -0.285 0.12
H -1.563 -1.394 3.302 0.08
H -1.961 -0.749 5.667 0.12
H -3.674 0.957 6.191 0.12
H -5.033 1.939 4.378 0.12
H -4.683 1.270 2.059 0.10
H -3.197 -2.841 2.858 0.10
H -4.023 -5.127 2.565 0.12
H -4.505 -6.003 0.303 0.12
H -4.143 -4.568 -1.676 0.12
H -3.248 -2.293 -1.406 0.11
H -5.146 0.045 -2.901 0.13
H -3.405 0.652 -4.850 0.13
H -0.791 2.520 -3.605 0.09
H -0.940 1.339 -4.923 0.10
H 1.958 -1.843 -2.780 0.08
H 2.562 -3.692 -4.284 0.11
H 2.199 -3.481 -6.720 0.11
H 1.209 -1.409 -7.643 0.12
H 0.589 0.435 -6.157 0.11
H 0.599 3.800 -3.481 0.09
H 2.016 5.488 -4.531 0.11
H 4.101 4.833 -5.684 0.11
H 4.781 2.453 -5.737 0.11
H 3.390 0.747 -4.661 0.11
C -2.292 5.465 0.510 -0.07
C -1.012 5.669 0.013 -0.06
C -0.190 4.598 -0.287 -0.02
C -0.637 3.283 -0.093 -0.27
C -1.913 3.091 0.439 -0.07
C -2.731 4.169 0.730 -0.07
N 0.211 2.195 -0.400 -0.12
N 1.467 2.515 -0.528 0.08
C 2.595 1.782 -0.709 -0.41
C 3.807 2.504 -0.624 0.00
C 5.002 1.838 -0.730 -0.05
C 5.004 0.452 -0.915 -0.05
C 3.787 -0.183 -1.028 -0.16
N 2.611 0.448 -0.946 0.04
H -2.932 6.307 0.740 0.11
H -0.648 6.678 -0.136 0.12
H 0.809 4.757 -0.666 0.10
H -2.235 2.091 0.673 0.04
H -3.717 4.000 1.150 0.11
H 3.756 3.573 -0.466 0.12
H 5.937 2.380 -0.670 0.12
H 5.927 -0.109 -0.978 0.11
H 3.740 -1.257 -1.187 0.11
C -0.149 -5.481 2.557 -0.02
C -0.112 -4.383 1.530 -0.24
C -0.408 -4.641 0.198 0.03
C -0.346 -3.627 -0.767 -0.25
C -0.680 -3.941 -2.198 -0.02
C 0.041 -2.368 -0.370 -0.07
C 0.317 -2.032 0.994 -0.28
C 0.219 -3.091 1.925 0.03
N 0.526 -0.698 1.246 0.04
C 1.146 -0.110 2.474 -0.36
C 2.651 0.184 2.212 -0.07
C 3.289 0.902 3.403 -0.27
C 3.215 0.043 4.660 -0.11
C 1.742 -0.233 4.950 -0.27
C 0.999 1.079 5.205 -0.10
C 1.095 1.950 3.952 -0.26
C 2.567 2.231 3.639 -0.10
C 0.451 1.234 2.763 -0.08
C 1.129 -0.977 3.754 -0.09
H -0.701 -6.345 2.190 0.09
H -0.604 -5.141 3.487 0.09
H 0.867 -5.806 2.790 0.10
H -0.683 -5.647 -0.102 0.14
H -1.651 -4.436 -2.256 0.07
H 0.055 -4.627 -2.624 0.10
H -0.709 -3.043 -2.814 0.08
H 0.270 -1.631 -1.142 0.06
H 0.362 -2.941 2.979 0.09
H 2.739 0.828 1.363 0.08
H 3.164 -0.757 1.991 0.14
H 4.335 1.095 3.149 0.15
H 3.679 0.564 5.501 0.13
H 3.754 -0.897 4.514 0.13
H 1.657 -0.884 5.823 0.15
H 1.446 1.600 6.055 0.13
H -0.051 0.880 5.446 0.11
H 0.566 2.892 4.111 0.15
H 3.031 2.764 4.472 0.13
H 2.646 2.868 2.751 0.12
H 0.538 1.871 1.887 0.09
H -0.612 1.063 2.955 0.10
H 0.109 -1.256 4.017 0.09
H 1.729 -1.874 3.596 0.12
```

Its HOMO-LUMO gap (spin up / spin down) is 5.58 / 4.73 eV. The value obtained for the HOMO energy (spin up / spin down) is -11.4 / -12.4 eV. The total charge is +2. As for the calculated total energy: -3358.88727 Eh. As for the expectation value of S²: 6.1042. Its spin multiplicity is 5. As for the relative energy (zero: lowest compared OMol25 entry of this formula, charge and spin): 221.6 kJ/mol.

ORCA calculation (wB97M-V/def2-TZVPD) on C18H12F3N4O6SSc as an isolated structure in a non-equilibrium geometry.

```
45
Properties=species:S:1:pos:R:3:lowdin_charge:R:1
Sc -0.035 -0.172 -0.982 0.92
O 2.020 -0.314 -1.199 -0.05
C 2.850 0.598 -1.300 -0.11
C 2.525 1.983 -1.450 -0.11
C 3.524 2.948 -1.282 0.06
C 3.200 4.277 -1.324 -0.14
C 1.872 4.684 -1.548 0.03
C 0.888 3.762 -1.755 0.03
C 1.170 2.371 -1.726 -0.30
O 0.253 1.501 -1.964 -0.11
N 4.236 5.279 -1.120 -0.36
O 5.383 4.892 -0.984 0.07
O 3.896 6.448 -1.096 0.08
H 3.916 0.339 -1.251 0.15
H 4.549 2.649 -1.102 0.13
H 1.663 5.745 -1.555 0.12
H -0.133 4.065 -1.941 0.13
F -1.905 -4.933 -1.275 0.13
C -3.101 -4.391 -1.472 -0.59
F -3.935 -4.930 -0.545 0.12
F -3.552 -4.818 -2.674 0.14
C -3.157 -2.888 -1.380 -0.11
C -4.401 -2.330 -1.160 0.01
C -4.536 -0.954 -1.021 -0.05
C -3.392 -0.190 -1.056 -0.11
N -2.184 -0.701 -1.293 -0.06
C -2.038 -2.037 -1.531 -0.68
S -0.462 -2.494 -2.029 0.71
H -5.267 -2.974 -1.075 0.13
H -5.502 -0.499 -0.864 0.11
H -3.426 0.879 -0.879 0.12
C 1.060 -2.775 4.148 -0.01
N 0.576 -1.724 3.265 -0.05
C -0.026 -0.612 3.736 -0.04
C -0.475 0.370 2.920 0.02
C -0.299 0.163 1.521 -0.47
O -0.656 0.996 0.618 -0.08
N 0.276 -0.960 1.054 0.10
C 0.782 -1.927 1.877 -0.48
O 1.364 -2.920 1.504 0.09
H 0.955 -2.455 5.181 0.09
H 2.103 -2.987 3.926 0.10
H 0.495 -3.692 3.984 0.10
H -0.125 -0.542 4.811 0.13
H -0.945 1.268 3.287 0.11
```

Its HOMO-LUMO gap is 7.21 eV. The value obtained for the HOMO energy is -8.2 eV. The total charge is 0. As for the calculated total energy: -2822.28419 Eh. As for the relative energy (zero: lowest compared OMol25 entry of this formula, charge and spin): 26.4 kJ/mol.

ORCA calculation (wB97M-V/def2-TZVPD) on one molecule with the formula C5H11ClN2 in a non-equilibrium geometry.

```
19
Properties=species:S:1:pos:R:3:lowdin_charge:R:1
C -1.925 -0.587 -0.922 -0.11
C -0.346 -0.854 -0.727 -0.14
C 0.513 0.504 -0.785 -0.28
C 0.652 -0.358 0.330 -0.70
C 0.137 0.036 1.652 -0.61
H -2.604 -1.444 -0.640 0.06
H -2.289 0.049 -0.032 0.06
H -2.192 0.024 -1.948 0.12
H -0.143 -1.320 -1.780 0.15
H 1.369 0.406 -1.349 0.09
H 0.437 2.213 0.496 0.00
H -0.816 2.329 -1.057 0.16
H 2.061 -2.098 0.612 0.15
H 2.782 -0.506 0.136 0.16
H -0.037 -0.891 2.441 0.15
H -0.764 0.521 1.568 0.03
N 0.162 1.978 -0.486 0.00
N 1.797 -1.111 0.129 0.01
Cl 1.208 1.109 2.362 0.70
```

Its HOMO-LUMO gap is 9.43 eV. The value obtained for the HOMO energy is -8.5 eV. The total charge is 0. As for the calculated total energy: -766.63020 Eh. Its SMILES is C[C@H]1[C@@H](N)[C@@]1(N)CCl. As for the relative energy (zero: lowest compared OMol25 entry of this formula, charge and spin): 465.3 kJ/mol.

ORCA calculation (wB97M-V/def2-TZVPD) on one molecule with the formula C19H24N2O4.

```
49
Properties=species:S:1:pos:R:3:lowdin_charge:R:1
C -4.290 -3.566 -0.088 -0.06
C -3.941 -2.506 0.947 -0.20
H -4.576 -2.592 1.830 0.13
H -2.890 -2.578 1.243 0.12
O -4.176 -1.180 0.462 0.01
C -3.266 -0.663 -0.350 -0.48
O -2.330 -1.266 -0.816 0.10
C -3.537 0.819 -0.586 -0.16
C -2.822 1.306 -1.858 -0.13
C -1.979 2.550 -1.593 -0.16
C -0.949 2.274 -0.493 -0.14
N -1.533 1.494 0.582 -0.02
C -0.950 0.387 1.115 -0.39
O -1.561 -0.368 1.857 0.08
C 0.455 0.113 0.743 -0.14
C 1.622 0.820 0.914 -0.18
C 2.668 -0.010 0.414 -0.12
C 4.052 0.165 0.314 0.04
C 4.799 -0.852 -0.243 -0.28
C 4.184 -2.034 -0.702 -0.01
C 2.827 -2.224 -0.611 -0.01
C 2.066 -1.206 -0.045 -0.20
N 0.728 -1.111 0.186 0.16
H 0.014 -1.774 -0.068 0.15
H 2.367 -3.134 -0.963 0.11
H 4.823 -2.790 -1.129 0.11
O 6.160 -0.823 -0.407 -0.10
C 6.856 0.313 0.034 -0.10
H 6.537 1.215 -0.500 0.09
H 7.906 0.121 -0.183 0.09
H 6.733 0.469 1.111 0.09
H 4.499 1.079 0.670 0.11
C 1.784 2.165 1.536 -0.03
H 0.852 2.487 1.994 0.08
H 2.555 2.131 2.304 0.08
H 2.086 2.902 0.791 0.08
C -2.974 1.553 0.651 -0.09
H -3.300 2.594 0.671 0.13
H -3.299 1.056 1.567 0.13
H -0.570 3.222 -0.092 0.12
H -0.103 1.718 -0.905 0.13
H -2.625 3.383 -1.311 0.11
H -1.452 2.839 -2.503 0.12
H -3.548 1.510 -2.645 0.12
H -2.164 0.505 -2.205 0.12
H -4.617 0.967 -0.626 0.15
H -5.326 -3.459 -0.402 0.08
H -3.646 -3.468 -0.957 0.07
H -4.151 -4.552 0.345 0.08
```

Its HOMO-LUMO gap is 8.43 eV. The value obtained for the HOMO energy is -7.7 eV. The total charge is 0. As for the calculated total energy: -1148.92230 Eh. Its SMILES is CCOC(=O)[C@@H]1CCCN(C(=O)c2[nH]c3ccc(OC)cc3c2C)C1. As for the relative energy (zero: lowest compared OMol25 entry of this formula, charge and spin): 79.2 kJ/mol.

ORCA calculation (wB97M-V/def2-TZVPD) on a 2-piece molecular cluster, C4H14NO2 overall in a non-equilibrium geometry.

```
21
Properties=species:S:1:pos:R:3:lowdin_charge:R:1
C -0.887 1.866 0.004 -0.03
C -0.238 0.501 -0.109 -0.35
C -0.532 -0.289 -1.381 -0.15
C -0.161 -1.757 -1.544 -0.24
O -1.086 -2.636 -0.899 -0.04
N 1.256 0.664 0.144 0.24
H -0.552 2.368 0.912 0.09
H -0.461 2.491 -0.799 0.10
H -1.959 1.849 -0.129 0.10
H -0.727 -0.143 0.653 0.17
H -0.107 0.252 -2.266 0.14
H -1.616 -0.133 -1.444 0.13
H 0.795 -2.058 -1.103 0.12
H -0.097 -1.992 -2.598 0.12
H -1.932 -2.394 -1.278 0.09
H 1.361 0.917 1.132 0.15
H 1.744 1.362 -0.438 0.18
H 1.751 -0.162 -0.196 0.16
H 1.473 -0.910 4.060 0.06
H 0.845 0.492 3.874 0.03
O 1.128 -0.289 3.405 -0.05
```

Its HOMO-LUMO gap is 10.69 eV. The value obtained for the HOMO energy is -14.1 eV. The total charge is +1. As for the calculated total energy: -365.77784 Eh. As for the relative energy (zero: lowest compared OMol25 entry of this formula, charge and spin): 138.8 kJ/mol.